Computed, not measured: a cluster of 2 separate species, C22H17F15N2O11S2 in total at a distorted geometry, with wB97M-V/def2-TZVPD.

Positions of all 69 atoms, in Å:
1 C -0.626 -0.335 5.210
2 C -1.154 0.488 4.017
3 O -2.106 -0.271 3.286
4 C -0.018 0.917 3.021
5 O -0.054 0.067 1.886
6 C 0.381 0.688 0.749
7 C -0.460 1.700 0.244
8 C -0.053 2.421 -0.907
9 C 1.096 2.128 -1.555
10 S 1.357 3.102 -3.006
11 O 1.109 2.356 -4.196
12 O 0.544 4.268 -2.964
13 F 2.825 3.660 -3.061
14 C 1.957 1.080 -1.034
15 C 3.249 0.803 -1.741
16 F 4.010 1.963 -1.689
17 F 4.046 -0.100 -1.177
18 C 3.134 0.321 -3.260
19 F 1.892 -0.074 -3.524
20 F 3.598 1.210 -4.132
21 F 3.890 -0.775 -3.440
22 C 1.526 0.369 0.129
23 S 2.498 -0.988 0.774
24 O 3.738 -0.554 1.299
25 O 2.583 -1.962 -0.270
26 C 1.733 -1.978 2.156
27 F 2.676 -2.893 2.430
28 F 1.610 -1.306 3.300
29 C 0.422 -2.782 1.801
30 F -0.425 -2.613 2.818
31 F -0.123 -2.322 0.663
32 C 0.636 -4.296 1.571
33 F 1.559 -4.546 0.652
34 F 0.904 -4.944 2.710
35 C -0.675 -4.979 1.005
36 F -0.509 -6.311 1.193
37 F -1.771 -4.649 1.675
38 F -0.803 -4.812 -0.298
39 C -1.202 3.418 -1.042
40 O -1.323 4.575 -1.331
41 N -2.365 2.697 -0.529
42 C -2.900 1.662 -1.420
43 C -3.159 2.304 -2.799
44 C -4.269 1.620 -3.649
45 C -4.605 0.176 -3.266
46 N -3.405 -0.681 -3.473
47 C -1.799 2.188 0.707
48 O -2.316 2.200 1.802
49 H -1.202 -0.135 6.120
50 H -0.785 -1.391 4.991
51 H 0.429 -0.131 5.398
52 H -1.612 1.401 4.411
53 H -2.980 -0.073 3.630
54 H -0.202 1.964 2.781
55 H 0.920 0.858 3.577
56 H -2.190 0.839 -1.589
57 H -3.818 1.293 -0.965
58 H -2.208 2.355 -3.339
59 H -3.471 3.339 -2.642
60 H -3.931 1.591 -4.692
61 H -5.163 2.249 -3.632
62 H -5.415 -0.157 -3.931
63 H -4.986 0.080 -2.248
64 H -3.709 -1.473 -4.029
65 H -2.779 -0.168 -4.087
66 C 6.574 -1.619 2.231
67 O 7.050 -0.471 2.368
68 O 6.055 -2.298 3.185
69 O 6.565 -2.260 1.124

Properties
- energy (a.u.) = -4079.8544
- net charge = -2
- lowest unoccupied orbital energy (eV) = 2.4
- spin multiplicity = 1

***

Computed, not measured: a structure of composition C22H17MnN3O4S, with wB97M-V/def2-TZVPD.

Positions of all 48 atoms, in Å:
1 Mn -0.489 -1.494 -1.462
2 O 1.996 -0.146 -1.422
3 C 0.856 0.380 -2.134
4 O 0.320 -0.420 -3.022
5 C -1.515 0.993 -1.477
6 C -2.196 2.223 -1.325
7 C -3.535 2.262 -1.557
8 C -4.219 1.085 -1.954
9 C -5.607 1.055 -2.219
10 C -6.215 -0.109 -2.593
11 C -5.459 -1.295 -2.717
12 C -4.116 -1.293 -2.469
13 C -3.470 -0.100 -2.081
14 N -2.132 -0.116 -1.821
15 H -1.626 3.092 -1.029
16 H -4.090 3.186 -1.448
17 H -6.179 1.970 -2.120
18 H -7.278 -0.129 -2.793
19 H -5.951 -2.211 -3.014
20 H -3.527 -2.197 -2.565
21 C 5.291 -0.920 3.893
22 C 3.958 -1.142 3.233
23 C 3.867 -1.392 1.869
24 C 2.641 -1.615 1.261
25 C 1.494 -1.582 2.037
26 C 1.554 -1.336 3.403
27 C 2.787 -1.117 3.990
28 S -0.085 -1.762 1.292
29 O -1.014 -2.288 2.245
30 O 0.122 -2.683 0.110
31 N -0.587 -0.411 0.679
32 C 0.156 0.678 0.222
33 C 1.100 1.420 0.817
34 C 1.901 2.386 0.065
35 C 2.311 2.291 -1.212
36 C 2.132 1.124 -2.111
37 N -0.136 0.948 -1.162
38 H 6.081 -0.795 3.154
39 H 5.553 -1.769 4.527
40 H 5.271 -0.033 4.527
41 H 4.768 -1.410 1.268
42 H 2.576 -1.786 0.197
43 H 0.643 -1.326 3.988
44 H 2.844 -0.925 5.055
45 H 1.318 1.257 1.865
46 H 2.225 3.262 0.619
47 H 2.884 3.114 -1.625
48 H 2.777 1.076 -2.983

Properties
- energy (a.u.) = -2862.9265
- net charge = 0
- lowest unoccupied orbital energy (spin up / spin down) (eV) = -0.3 / -0.3
- energy above the lowest of the compared OMol25 structures with the same formula, charge and spin (eV) = 3.842
- spin multiplicity = 6

***

Computed, not measured: a structure of composition C22H17N5OOsS3, with wB97M-V/def2-TZVPD.

Positions of all 49 atoms, in Å:
1 Os -0.021 -0.012 -0.111
2 S -0.619 0.747 2.117
3 C -1.975 -0.233 1.713
4 N -1.923 -0.697 0.485
5 C -2.969 -1.551 0.182
6 C -3.194 -2.203 -1.027
7 C -4.316 -3.002 -1.143
8 C -5.209 -3.149 -0.078
9 C -4.998 -2.496 1.123
10 C -3.868 -1.697 1.245
11 S -3.342 -0.761 2.622
12 H -2.505 -2.079 -1.852
13 H -4.509 -3.520 -2.073
14 H -6.079 -3.780 -0.194
15 H -5.692 -2.608 1.944
16 O 0.148 -0.721 -1.985
17 N 0.102 -2.075 -2.130
18 C -0.150 -2.519 -3.383
19 C -0.183 -3.855 -3.643
20 C 0.058 -4.750 -2.589
21 C 0.319 -4.273 -1.334
22 C 0.344 -2.889 -1.076
23 S 0.679 -2.221 0.467
24 H -0.312 -1.737 -4.108
25 H -0.391 -4.199 -4.645
26 H 0.037 -5.816 -2.769
27 H 0.506 -4.937 -0.502
28 N 1.010 3.018 0.074
29 C 2.093 2.154 -0.043
30 C 3.371 2.699 0.101
31 C 4.470 1.881 -0.018
32 C 4.278 0.530 -0.298
33 C 2.994 0.064 -0.401
34 N 1.904 0.848 -0.252
35 C -0.214 2.986 -0.581
36 C -0.821 4.196 -0.923
37 C -2.045 4.177 -1.551
38 C -2.639 2.951 -1.844
39 C -1.982 1.806 -1.468
40 N -0.795 1.816 -0.831
41 H 1.293 3.955 0.315
42 H 3.481 3.758 0.290
43 H 5.465 2.289 0.091
44 H 5.108 -0.151 -0.416
45 H 2.785 -0.980 -0.578
46 H -0.319 5.128 -0.702
47 H -2.530 5.105 -1.820
48 H -3.594 2.885 -2.342
49 H -2.401 0.827 -1.654

Properties
- energy (a.u.) = -2482.6987
- net charge = +1
- lowest unoccupied orbital energy (spin up / spin down) (eV) = -2.5 / -3.7
- energy above the lowest of the compared OMol25 structures with the same formula, charge and spin (eV) = 0.000
- spin multiplicity = 2